1.
{
  "formula": "C8H12O",
  "method": "wB97M-V/def2-TZVPD",
  "orbital_gap_ev": 9.854,
  "homo_energy_ev": -9.059,
  "multiplicity": 1,
  "elements": ["C", "C", "C", "C", "C", "C", "C", "C", "H", "H", "H", "H", "H", "H", "H", "H", "H", "H", "H", "H", "O"],
  "coordinates": [[-0.066, 1.802, 1.597], [0.065, 0.713, 0.539], [-0.545, -0.642, 0.967], [-0.289, -1.405, -0.346], [-0.633, -2.641, -0.721], [0.371, -0.320, -1.167], [1.427, 0.393, -0.087], [-0.570, 0.951, -0.812], [-1.141, 2.046, 1.943], [0.600, 1.748, 2.471], [0.299, 2.745, 1.151], [-1.653, -0.564, 1.078], [-0.116, -1.008, 2.035], [-1.207, -3.172, 0.067], [-0.735, -3.017, -1.718], [1.578, -0.976, -2.609], [2.030, -0.241, 0.556], [1.813, 1.348, -0.471], [-1.680, 1.059, -0.658], [-0.188, 1.825, -1.351], [0.639, -0.644, -2.467]]
}

=====

2.
{
  "formula": "C11H15N2",
  "method": "wB97M-V/def2-TZVPD",
  "orbital_gap_ev": 8.650,
  "homo_energy_ev": -12.500,
  "multiplicity": 1,
  "charge": 1,
  "elements": ["C", "C", "C", "C", "C", "C", "C", "C", "C", "C", "C", "N", "N", "H", "H", "H", "H", "H", "H", "H", "H", "H", "H", "H", "H", "H", "H", "H"],
  "coordinates": [[-3.764, 0.281, 0.024], [-3.108, 0.352, -1.195], [-3.191, -0.378, 1.088], [-1.808, -0.007, -1.291], [-1.796, -0.747, 1.021], [-1.189, -0.622, -0.219], [2.088, -2.293, -0.758], [0.796, -1.744, -0.932], [2.896, -2.020, 0.333], [0.838, 1.231, 0.900], [1.544, 1.833, -0.282], [0.224, -0.889, -0.186], [-0.361, 1.551, 1.303], [-4.820, 0.437, 0.286], [-3.637, 0.759, -2.003], [-3.714, -0.616, 1.983], [-1.252, 0.101, -2.202], [-1.202, -1.155, 1.864], [2.322, -3.058, -1.588], [0.067, -2.053, -1.641], [2.512, -1.304, 1.056], [3.891, -2.252, 0.497], [1.427, 0.591, 1.533], [2.316, 1.199, -0.686], [1.992, 2.753, 0.060], [0.775, 1.902, -1.088], [-1.089, 2.002, 0.608], [-0.904, 1.237, 2.118]]
}

=====

3.
{
  "formula": "C24H31NO8",
  "method": "wB97M-V/def2-TZVPD",
  "orbital_gap_ev": 8.608,
  "homo_energy_ev": -7.983,
  "smiles": "CCOc1ccc(CCNC(=O)COC(=O)c2cc(OC)c(OC)c(OC)c2)cc1OCC",
  "multiplicity": 1,
  "elements": ["C", "C", "O", "C", "C", "C", "C", "C", "C", "N", "C", "O", "C", "O", "C", "O", "C", "C", "C", "O", "C", "C", "O", "C", "C", "O", "C", "C", "C", "C", "O", "C", "C", "H", "H", "H", "H", "H", "H", "H", "H", "H", "H", "H", "H", "H", "H", "H", "H", "H", "H", "H", "H", "H", "H", "H", "H", "H", "H", "H", "H", "H", "H", "H"],
  "coordinates": [[-1.922, -5.595, -0.300], [-1.247, -4.577, -1.214], [-0.730, -3.469, -0.507], [-1.584, -2.516, -0.025], [-2.936, -2.427, -0.303], [-3.700, -1.400, 0.228], [-3.124, -0.430, 1.028], [-3.948, 0.706, 1.573], [-4.521, 1.573, 0.443], [-3.477, 2.056, -0.428], [-3.090, 3.339, -0.459], [-3.626, 4.239, 0.151], [-1.896, 3.587, -1.399], [-0.689, 3.001, -0.926], [-0.432, 1.725, -1.238], [-1.223, 1.014, -1.826], [0.914, 1.301, -0.814], [1.353, 0.030, -1.177], [2.616, -0.402, -0.810], [3.095, -1.643, -1.089], [2.225, -2.579, -1.691], [3.478, 0.455, -0.087], [4.723, 0.063, 0.337], [5.548, -0.690, -0.532], [3.024, 1.733, 0.278], [3.702, 2.660, 1.007], [5.099, 2.583, 1.196], [1.742, 2.139, -0.087], [-1.764, -0.514, 1.309], [-0.989, -1.549, 0.815], [0.342, -1.729, 1.053], [0.973, -0.994, 2.081], [0.542, -1.441, 3.475], [-2.252, -6.451, -0.884], [-2.781, -5.156, 0.202], [-1.218, -5.933, 0.456], [-1.930, -4.248, -2.007], [-0.368, -5.027, -1.685], [-3.417, -3.156, -0.936], [-4.757, -1.367, 0.011], [-3.332, 1.331, 2.221], [-4.780, 0.316, 2.163], [-5.026, 2.448, 0.857], [-5.233, 0.993, -0.152], [-2.945, 1.364, -0.946], [-2.133, 3.192, -2.394], [-1.704, 4.660, -1.446], [0.676, -0.605, -1.721], [1.338, -2.744, -1.076], [1.933, -2.262, -2.697], [2.802, -3.501, -1.759], [5.325, -1.757, -0.473], [6.568, -0.510, -0.190], [5.447, -0.358, -1.567], [5.631, 2.510, 0.245], [5.366, 3.519, 1.687], [5.377, 1.742, 1.834], [1.419, 3.124, 0.205], [-1.316, 0.249, 1.927], [2.038, -1.198, 1.939], [0.816, 0.083, 1.945], [1.101, -0.887, 4.224], [0.739, -2.503, 3.598], [-0.521, -1.268, 3.627]]
}

=====

4.
{
  "formula": "C33H30F4N5NiO2",
  "method": "wB97M-V/def2-TZVPD",
  "s_squared": 2.00,
  "orbital_gap_ev": [6.014, 5.920],
  "homo_energy_ev": [-9.580, -9.511],
  "multiplicity": 3,
  "charge": 1,
  "elements": ["Ni", "C", "N", "C", "C", "C", "N", "C", "C", "F", "C", "F", "C", "C", "F", "C", "F", "H", "H", "H", "H", "H", "H", "H", "H", "H", "H", "H", "C", "O", "C", "N", "C", "C", "C", "C", "C", "C", "C", "C", "C", "C", "C", "C", "N", "C", "N", "C", "C", "O", "C", "C", "C", "C", "C", "C", "H", "H", "H", "H", "H", "H", "H", "H", "H", "H", "H", "H", "H", "H", "H", "H", "H", "H", "H"],
  "coordinates": [[-0.287, -0.720, -0.413], [-2.665, -0.211, -2.205], [-1.248, 0.153, -2.075], [-0.544, -0.306, -3.284], [-1.143, 1.643, -1.926], [-0.634, 2.162, -0.557], [-0.246, 1.073, 0.308], [0.356, 1.283, 1.484], [0.775, 0.160, 2.242], [0.495, -1.090, 1.724], [1.431, 0.227, 3.449], [1.767, -0.919, 4.057], [1.739, 1.447, 4.027], [1.344, 2.572, 3.319], [1.610, 3.782, 3.822], [0.683, 2.514, 2.106], [0.340, 3.680, 1.520], [-3.095, 0.250, -3.101], [-3.208, 0.143, -1.334], [-2.766, -1.291, -2.281], [-0.857, 0.263, -4.166], [-0.775, -1.359, -3.451], [0.528, -0.198, -3.148], [-2.139, 2.056, -2.103], [-0.506, 2.017, -2.726], [-1.426, 2.770, -0.103], [0.206, 2.835, -0.751], [2.250, 1.522, 4.973], [4.367, -0.448, -0.936], [3.872, -1.821, -0.992], [2.550, -1.714, -1.022], [2.015, -0.561, -0.930], [3.112, 0.381, -0.618], [3.039, 1.701, -1.333], [2.757, 1.777, -2.691], [2.695, 3.008, -3.325], [2.921, 4.173, -2.605], [3.226, 4.101, -1.255], [3.287, 2.869, -0.622], [1.739, -2.950, -0.960], [2.255, -4.238, -0.979], [1.402, -5.289, -0.672], [0.089, -5.030, -0.304], [-0.337, -3.711, -0.327], [0.457, -2.708, -0.695], [-1.643, -3.224, 0.171], [-1.953, -1.989, 0.103], [-3.300, -1.858, 0.710], [-3.495, -3.228, 1.382], [-2.481, -4.072, 0.753], [-3.424, -0.673, 1.630], [-2.485, -0.455, 2.630], [-2.589, 0.648, 3.459], [-3.646, 1.535, 3.304], [-4.598, 1.311, 2.323], [-4.486, 0.210, 1.486], [4.791, -0.214, -1.914], [5.134, -0.412, -0.167], [3.033, 0.575, 0.458], [2.606, 0.870, -3.265], [2.475, 3.058, -4.382], [2.868, 5.133, -3.098], [3.406, 5.005, -0.689], [3.494, 2.819, 0.440], [3.300, -4.399, -1.198], [1.774, -6.304, -0.675], [-0.581, -5.815, 0.012], [-4.011, -1.742, -0.115], [-4.463, -3.684, 1.201], [-3.274, -3.205, 2.450], [-1.661, -1.144, 2.760], [-1.843, 0.817, 4.224], [-3.727, 2.398, 3.950], [-5.427, 1.995, 2.205], [-5.224, 0.044, 0.712]]
}

=====

5.
{
  "formula": "C41H54N4O2PtSe2",
  "method": "wB97M-V/def2-TZVPD",
  "s_squared": 6.05,
  "orbital_gap_ev": [4.641, 4.751],
  "homo_energy_ev": [-4.831, -7.111],
  "multiplicity": 5,
  "elements": ["Pt", "C", "C", "C", "C", "C", "C", "C", "N", "C", "C", "C", "C", "C", "C", "C", "C", "C", "C", "N", "C", "C", "C", "N", "C", "C", "C", "C", "C", "C", "C", "C", "C", "C", "C", "C", "C", "C", "N", "C", "C", "H", "H", "H", "H", "H", "H", "H", "H", "H", "H", "H", "H", "H", "H", "H", "H", "H", "H", "H", "H", "H", "H", "H", "H", "H", "H", "H", "H", "H", "H", "H", "H", "H", "H", "H", "H", "H", "H", "H", "H", "H", "H", "H", "H", "O", "C", "C", "C", "O", "C", "Se", "C", "Se", "H", "H", "H", "H", "H", "H", "H", "H", "H", "H"],
  "coordinates": [[-1.005, -0.633, 0.515], [2.824, -4.639, -2.156], [2.221, -5.062, -0.807], [1.625, -3.949, 0.001], [1.999, -3.555, 1.263], [3.099, -4.104, 2.116], [4.388, -3.283, 1.964], [1.163, -2.448, 1.611], [0.297, -2.169, 0.601], [0.543, -3.089, -0.383], [-0.188, -3.204, -1.575], [-1.178, -2.351, -1.994], [-1.885, -2.467, -3.271], [-1.668, -3.555, -4.273], [-0.507, -3.236, -5.223], [-2.710, -1.406, -3.360], [-2.540, -0.631, -2.127], [-3.196, 0.524, -1.840], [-3.064, 1.270, -0.641], [-2.287, 0.919, 0.418], [-2.472, 1.888, 1.368], [-1.852, 1.916, 2.622], [-0.950, 0.993, 3.092], [-0.482, -0.083, 2.404], [0.467, -0.685, 3.197], [1.230, -1.751, 2.843], [0.569, 0.038, 4.468], [-0.301, 1.064, 4.405], [-0.617, 2.080, 5.454], [-1.968, 1.800, 6.127], [1.520, -0.304, 5.568], [2.887, 0.358, 5.356], [-3.385, 2.883, 0.889], [-3.755, 2.494, -0.376], [-4.655, 3.202, -1.337], [-3.873, 3.984, -2.400], [-3.809, 4.109, 1.632], [-2.781, 5.242, 1.508], [-1.610, -1.246, -1.325], [-3.704, -1.097, -4.432], [-5.083, -1.665, -4.062], [3.500, -5.414, -2.520], [3.387, -3.710, -2.052], [2.065, -4.483, -2.920], [3.014, -5.518, -0.215], [1.465, -5.837, -0.973], [3.290, -5.141, 1.839], [2.784, -4.106, 3.162], [4.754, -3.344, 0.939], [5.167, -3.648, 2.636], [4.199, -2.231, 2.185], [0.060, -4.031, -2.220], [-2.582, -3.696, -4.853], [-1.465, -4.492, -3.751], [-0.722, -2.334, -5.797], [-0.342, -4.059, -5.919], [0.414, -3.062, -4.663], [-3.880, 0.911, -2.582], [-2.081, 2.755, 3.263], [1.971, -2.096, 3.552], [-0.628, 3.079, 5.010], [0.169, 2.075, 6.209], [-2.775, 1.798, 5.394], [-2.188, 2.554, 6.884], [-1.952, 0.820, 6.607], [1.644, -1.388, 5.618], [1.104, 0.019, 6.524], [3.300, 0.087, 4.383], [3.591, 0.049, 6.130], [2.794, 1.444, 5.388], [-5.300, 3.892, -0.790], [-5.308, 2.478, -1.832], [-3.245, 4.743, -1.931], [-4.554, 4.480, -3.094], [-3.221, 3.319, -2.970], [-3.962, 3.867, 2.686], [-4.768, 4.449, 1.238], [-1.799, 4.907, 1.845], [-3.082, 6.104, 2.105], [-2.690, 5.557, 0.468], [-3.368, -1.525, -5.378], [-3.776, -0.018, -4.578], [-5.014, -2.743, -3.917], [-5.816, -1.463, -4.844], [-5.432, -1.224, -3.128], [4.944, 2.399, -3.363], [4.395, 2.993, -2.193], [3.373, 2.034, -1.565], [4.032, 0.662, -1.346], [5.146, 0.712, -0.471], [2.913, 2.651, -0.248], [1.509, 1.635, 0.684], [2.202, 1.910, -2.539], [0.759, 0.716, -1.964], [5.552, 3.017, -3.777], [3.894, 3.939, -2.429], [5.184, 3.212, -1.463], [4.313, 0.248, -2.319], [3.309, -0.008, -0.880], [5.890, 1.096, -0.945], [2.514, 3.652, -0.419], [3.753, 2.712, 0.443], [2.558, 1.555, -3.506], [1.732, 2.887, -2.676]]
}

=====

Computed M, in the same sequence as the records: 124.2 175.3 461.5 663.3 987.9 g mol⁻¹.
Computed ΔE to the lowest compared entry with this formula, charge and spin, in the same sequence as the records: 57.08 52.76 4.30 10.85 3.24 kcal/mol.
Computed maximum force, in the same sequence as the records: 2.86 4.30 0.72 0.41 0.65 eV/Å.